(1)
DFT (ωB97M-V/def2-TZVPD) results for 18 unconnected molecules or ions with the total composition H37O18 at a distorted geometry.

Summary:
Spin multiplicity: 1
HOMO level, eV: -12.75
Orbital gap, eV: 9.998
E_tot, a.u.: -1376.21937
Total charge: +1

Last column: Löwdin charge in e.
Positions of all 55 atoms, in Å:
O1 1.03 -0.91 -1.18  -0.083
H1 0.00 2.50 3.97  0.027
H2 -2.90 3.65 -4.64  0.028
O2 -2.16 3.04 -4.72  -0.059
H3 1.12 -0.02 -0.82  -0.004
O3 -2.69 -3.41 1.21  0.017
H4 -3.46 -3.90 1.53  0.096
H5 -2.67 -3.50 0.25  0.091
O4 3.06 0.54 -1.15  -0.046
H6 3.96 0.22 -1.14  0.057
H7 3.12 1.49 -1.31  0.026
O5 0.26 -2.73 3.83  0.075
H8 -0.14 -2.45 4.67  0.125
H9 0.05 -3.68 3.79  0.117
O6 -1.19 -1.68 2.21  0.126
H10 -1.89 -2.30 1.78  0.058
H11 -0.51 -2.20 2.90  0.050
O7 2.12 3.51 -0.98  -0.038
H12 1.93 4.02 -0.18  0.064
H13 2.82 4.04 -1.36  0.061
O8 -1.63 5.54 -0.67  -0.061
H14 -1.42 5.78 -1.58  0.060
H15 -2.46 5.16 -1.00  0.049
O9 3.53 -2.12 3.71  -0.054
H16 3.09 -2.98 3.72  0.027
H17 1.69 -1.14 -1.83  0.019
O10 0.32 1.67 -2.14  -0.047
H18 -0.10 1.20 -2.85  0.047
H19 1.12 2.14 -2.37  0.015
O11 3.26 0.58 2.74  -0.049
H20 3.48 -0.19 2.23  0.014
H21 2.54 0.39 3.34  0.005
O12 -2.96 -0.27 -5.42  -0.042
H22 -3.83 -0.66 -5.54  0.034
H23 -2.23 -0.87 -5.25  0.039
O13 0.92 2.76 3.96  -0.040
H24 4.31 -2.45 3.25  0.050
H25 1.60 2.11 4.09  0.008
O14 2.06 -3.72 -1.42  -0.055
H26 2.91 -3.57 -1.82  0.048
H27 1.74 -3.01 -0.86  -0.003
O15 -1.26 0.65 0.49  -0.052
H28 -0.96 -0.85 1.76  0.097
H29 -1.06 0.54 -0.45  0.022
O16 1.55 -4.06 1.28  -0.048
H30 2.38 -4.53 1.21  0.046
H31 1.01 -4.13 0.50  0.016
O17 -1.92 3.31 1.07  -0.056
H32 -2.79 3.68 0.86  0.051
H33 -1.46 4.16 0.96  0.035
O18 -3.65 -1.93 -2.11  -0.050
H34 -3.69 -1.11 -1.64  0.031
H35 -4.33 -2.06 -2.77  0.034
H36 -1.11 1.59 0.65  0.019
H37 -2.51 2.15 -4.79  0.005

(2)
DFT (ωB97M-V/def2-TZVPD) results for 20 unconnected molecules or ions with the total composition H39O20 at a distorted geometry.

Summary:
Spin multiplicity: 1
HOMO level, eV: -7.65
Orbital gap, eV: 9.116
E_tot, a.u.: -1528.04702
Total charge: -1

Last column: Löwdin charge in e.
Positions of all 59 atoms, in Å:
O1 -2.47 1.11 -0.48  -0.101
H1 1.50 -1.64 0.00  0.151
O2 3.97 -3.57 -0.51  -0.070
H2 3.34 -2.96 -0.12  -0.017
H3 3.33 -4.25 -0.77  0.022
O3 -3.64 4.61 -0.31  -0.054
H4 -0.68 -0.62 -2.40  0.080
H5 -4.54 4.15 -0.27  0.088
O4 -0.46 0.33 2.64  -0.101
H6 -0.22 -0.29 1.94  0.031
H7 -0.31 -1.03 -0.74  -0.135
O5 0.13 -1.32 -1.40  -0.264
H8 -1.45 3.72 -1.71  0.045
H9 -3.13 3.86 -0.21  -0.049
O6 1.97 0.27 -2.96  0.015
H10 -3.13 0.35 -0.72  0.090
H11 -1.99 0.94 -1.29  -0.049
O7 -0.05 5.58 2.02  -0.188
H12 0.89 1.52 0.81  -0.027
H13 0.11 5.40 3.06  0.090
O8 1.61 -4.78 0.68  -0.143
H14 -1.05 5.16 2.02  0.099
H15 3.64 2.59 -1.42  0.041
O9 3.13 -0.49 3.42  -0.018
H16 3.35 0.38 3.12  0.023
H17 2.55 -0.35 4.12  -0.002
O10 1.64 -2.28 0.88  -0.186
H18 2.43 -2.06 1.56  0.131
H19 3.61 3.00 0.14  0.065
O11 -1.13 3.60 -2.65  -0.063
H20 -1.48 0.55 2.58  0.117
H21 -1.36 2.69 -2.81  -0.014
O12 -4.33 0.10 2.10  -0.034
H22 -0.42 1.24 -0.21  0.144
H23 1.90 -0.45 -3.55  0.025
O13 1.34 2.02 4.26  -0.183
H24 0.55 1.72 3.62  0.055
H25 1.14 -5.31 1.34  0.025
O14 -1.13 0.36 -2.70  -0.127
H26 1.91 -3.83 1.00  0.015
H27 -1.62 0.25 -3.46  0.002
O15 -2.57 -3.89 -2.95  -0.065
H28 -2.43 -4.70 -2.35  0.079
H29 -3.08 -3.39 -2.34  -0.019
O16 0.63 -3.16 -2.90  -0.007
H30 0.91 -4.05 -2.91  0.016
H31 -3.89 -0.32 1.33  0.027
O17 0.63 1.13 -0.55  -0.117
H32 0.34 -2.66 -2.24  -0.133
H33 0.69 0.15 -0.86  0.032
O18 4.11 3.13 -0.74  -0.125
H34 1.28 0.32 -2.42  -0.106
H35 -5.09 0.36 1.66  -0.004
O19 -2.11 -2.78 0.07  -0.060
H36 -2.43 -2.33 -0.66  -0.042
H37 -1.11 -3.04 0.10  0.100
O20 1.44 1.71 1.68  -0.203
H38 1.51 0.69 1.96  0.065
H39 1.71 2.55 3.48  0.038

(3)
DFT (ωB97M-V/def2-TZVPD) results for H3IP2S2 in the gas phase at a distorted geometry.

Summary:
Spin multiplicity: 1
HOMO level, eV: -8.80
Orbital gap, eV: 6.736
E_tot, a.u.: -1778.56655
SMILES: S=[P@H](I)PS
Total charge: 0

Last column: Löwdin charge in e.
Positions of all 8 atoms, in Å:
P1 0.81 0.73 -0.78  0.299
P2 -0.86 0.08 0.85  -0.299
S1 1.79 -0.83 -1.72  0.275
S2 -1.02 1.81 1.72  -0.008
I1 -1.63 -1.79 2.53  0.206
H1 1.72 0.80 0.29  -0.149
H2 -1.96 -0.14 0.00  -0.124
H3 1.16 -0.66 -2.89  -0.200

(4)
DFT (ωB97M-V/def2-TZVPD) results for a molecular structure, H3N2O2 at a distorted geometry.

Summary:
<S²>: 2.0083
Spin multiplicity: 3
HOMO level (spin up / spin down), eV: -0.70 / -3.35
Orbital gap (spin up / spin down), eV: 6.211 / 7.845
E_tot, a.u.: -261.53855
Total charge: -1

Last column: Löwdin charge in e.
Positions of all 7 atoms, in Å:
N1 1.27 -2.85 -0.36  0.028
N2 -0.15 -0.97 0.21  -0.324
O1 -0.78 -1.77 1.08  -0.360
O2 0.81 -1.56 -0.41  -0.378
H1 0.60 -3.26 0.33  0.004
H2 1.21 0.60 1.67  0.017
H3 1.77 0.01 1.72  0.014

(5)
DFT (ωB97M-V/def2-TZVPD) results for 2 unconnected molecules or ions with the total composition H3N2O2P at a distorted geometry.

Summary:
Spin multiplicity: 1
HOMO level (spin up / spin down), eV: -9.99 / -8.76
Orbital gap (spin up / spin down), eV: 8.671 / 7.723
E_tot, a.u.: -602.93941
Total charge: 0

Last column: Löwdin charge in e.
Positions of all 8 atoms, in Å:
N1 1.09 -0.19 -0.79  -0.314
N2 -1.33 0.20 0.18  -0.639
O1 -1.06 1.38 0.09  -0.038
O2 -2.42 -0.30 0.46  -0.068
P1 0.02 -1.11 0.07  0.903
H1 1.47 0.79 -0.80  0.090
H2 1.68 -0.82 -1.37  0.031
H3 0.55 0.05 2.15  0.035

(6)
DFT (ωB97M-V/def2-TZVPD) results for 2 unconnected molecules or ions with the total composition H3N2O2P at a distorted geometry.

Summary:
Spin multiplicity: 1
HOMO level (spin up / spin down), eV: -9.39 / -9.39
Orbital gap (spin up / spin down), eV: 8.490 / 8.489
E_tot, a.u.: -603.06980
SMILES: NP=O.N=O
Total charge: 0

Last column: Löwdin charge in e.
Positions of all 8 atoms, in Å:
N1 2.54 0.83 0.20  0.060
N2 -1.80 0.00 -0.47  -0.197
O1 -0.26 -1.39 1.07  -0.490
O2 1.49 0.84 -0.38  -0.179
P1 -0.35 -0.95 -0.28  0.694
H1 2.68 0.00 0.82  0.070
H2 -2.29 0.16 0.38  0.006
H3 -2.01 0.51 -1.34  0.036